The following is a DFT calculation (the ωB97M-V functional and the def2-TZVPD basis) of one molecule with the formula C20H33N5O4.

Bonds (Å) are listed after each position.
Geometry (Å):
1 C -1.42241 -6.39498 4.61451  C2 1.511, H30 1.090, H31 1.090, H32 1.090
2 C -0.82478 -5.00920 4.53728  C1 1.511, O3 1.416, H33 1.098, H34 1.096
3 O -1.82311 -4.12305 4.06595  C2 1.416, C4 1.415
4 C -1.44471 -2.76012 4.05624  O3 1.415, C5 1.527, C28 1.526, H35 1.104
5 C -0.49708 -2.44294 2.90105  C4 1.527, C6 1.526, H36 1.092, H37 1.094
6 C -0.21790 -0.94492 2.82471  C5 1.526, N7 1.454, H38 1.095, H39 1.086
7 N -1.46388 -0.20055 2.73442  C6 1.454, C8 1.363, C27 1.455
8 C -1.97210 0.34027 1.59064  N7 1.363, O9 1.217, C10 1.533
9 O -3.12223 0.72937 1.50663  C8 1.217
10 C -1.00380 0.43721 0.40631  C8 1.533, O11 1.400, H40 1.098, H41 1.092
11 O -1.49627 1.15194 -0.69235  C10 1.400, C12 1.430
12 C -1.84230 2.51625 -0.43864  O11 1.430, C13 1.547, C26 1.534, H42 1.085
13 C -0.58588 3.41648 -0.36647  C12 1.547, C14 1.551, H43 1.090, H44 1.090
14 C -0.70555 3.64445 -1.89557  C13 1.551, N15 1.447, C26 1.546, H45 1.086
15 N 0.12008 2.75053 -2.67814  C14 1.447, C16 1.353, H46 1.007
16 C 1.15534 3.17450 -3.43861  N15 1.353, O17 1.220, C18 1.518
17 O 1.48214 4.34581 -3.54167  C16 1.220
18 C 1.90007 2.08699 -4.19169  C16 1.518, C19 1.530, H47 1.091, H48 1.093
19 C 3.41154 2.25889 -4.02493  C18 1.530, C20 1.490, H49 1.090, H50 1.090
20 C 4.16866 1.29377 -4.87025  C19 1.490, N21 1.321, N24 1.345
21 N 4.55568 0.08674 -4.49751  C20 1.321, C22 1.356
22 C 5.14685 -0.40065 -5.61622  N21 1.356, N23 1.313, H51 1.078
23 N 5.15089 0.41808 -6.64322  C22 1.313, N24 1.351
24 N 4.51279 1.50402 -6.15324  C20 1.345, N23 1.351, C25 1.446
25 C 4.31773 2.67056 -6.98543  N24 1.446, H52 1.087, H53 1.089, H54 1.087
26 C -2.16815 3.15335 -1.79525  C12 1.534, C14 1.546, H55 1.089, H56 1.089
27 C -2.35792 -0.44572 3.85648  N7 1.455, C28 1.528, H57 1.096, H58 1.086
28 C -2.71913 -1.92573 3.97333  C4 1.526, C27 1.528, C29 1.522, H59 1.096
29 C -3.62605 -2.16048 5.17238  C28 1.522, H60 1.094, H61 1.091, H62 1.088
30 H -0.68195 -7.10758 4.97905  C1 1.090
31 H -2.27679 -6.40433 5.29101  C1 1.090
32 H -1.75999 -6.71871 3.63021  C1 1.090
33 H -0.47984 -4.67888 5.52642  C2 1.098
34 H 0.04370 -5.00863 3.86830  C2 1.096
35 H -0.93809 -2.52072 5.00780  C4 1.104
36 H 0.44556 -2.98149 3.01483  C5 1.092
37 H -0.96428 -2.78100 1.97108  C5 1.094
38 H 0.30593 -0.61845 3.72975  C6 1.095
39 H 0.43202 -0.71570 1.98546  C6 1.086
40 H -0.06009 0.87492 0.75721  C10 1.098
41 H -0.78319 -0.56972 0.04582  C10 1.092
42 H -2.57963 2.57789 0.35512  C12 1.085
43 H -0.77339 4.32956 0.19833  C13 1.090
44 H 0.34188 2.96340 -0.01645  C13 1.090
45 H -0.52567 4.65097 -2.26020  C14 1.086
46 H -0.05784 1.76295 -2.59036  N15 1.007
47 H 1.60077 1.08720 -3.87276  C18 1.091
48 H 1.62593 2.18853 -5.24530  C18 1.093
49 H 3.67821 3.28913 -4.25877  C19 1.090
50 H 3.69401 2.08072 -2.98766  C19 1.090
51 H 5.58886 -1.38191 -5.67367  C22 1.078
52 H 3.62983 3.35296 -6.49304  C25 1.087
53 H 5.26679 3.17538 -7.15952  C25 1.089
54 H 3.89768 2.35969 -7.93905  C25 1.087
55 H -2.51891 2.46915 -2.56684  C26 1.089
56 H -2.86763 3.98191 -1.69503  C26 1.089
57 H -1.85504 -0.11531 4.77312  C27 1.096
58 H -3.25055 0.15842 3.72054  C27 1.086
59 H -3.24284 -2.22000 3.05705  C28 1.096
60 H -3.12873 -1.85907 6.09866  C29 1.094
61 H -4.54498 -1.57943 5.08115  C29 1.091
62 H -3.89027 -3.21270 5.25703  C29 1.088

Results
* Kohn-Sham gap: 0.36308 hartree
* structure (SMILES): CCO[C@H]1CCN(C(=O)CO[C@H]2C[C@@H](NC(=O)CCc3ncnn3C)C2)C[C@@H]1C
* electronic energy: -1356.64563 hartree
* E_LUMO: 0.5 eV
* energy above the lowest of the compared OMol25 structures with the same formula, charge and spin: 7.63 kcal per mole
* 2S+1: 1
* total charge: 0
* highest occupied orbital energy: -9.3575 eV